Record 1
Computed, not measured: a gas-phase ion, C9H18NOS (charge +1), with wB97M-V/def2-TZVPD.

Orbital gap (Ha): 0.2998
Total charge: +1
SMILES: CCSC[C@@H]1C[C@H](COC)C=[NH+]1
E_LUMO (eV): -4.2
Maximum force (eV/Å): 0.24
HOMO level (eV): -12.3471
Relative energy (zero: lowest compared OMol25 entry of this formula, charge and spin) (kcal/mol): 4.6

Last columns: bonded neighbours and bond lengths (Å).
Geometry (Å):
1 S -0.80072 -2.01361 0.97374  C4 1.817, C8 1.814
2 O -1.63610 3.15903 -0.45808  C5 1.415, C12 1.393
3 N 1.59576 0.16322 0.07732  C6 1.484, C9 1.276, H13 1.014
4 C 0.89774 -1.69028 1.53090  S1 1.817, C6 1.532, H15 1.092, H26 1.090
5 C -1.33597 3.05335 -1.83703  O2 1.415, H20 1.087, H25 1.096, H28 1.096
6 C 1.31018 -0.21578 1.48390  N3 1.484, C4 1.532, C10 1.543, H19 1.091
7 C 0.22315 -2.76292 -1.55782  C8 1.526, H23 1.093, H27 1.092, H30 1.090
8 C -0.50026 -3.25966 -0.30966  S1 1.814, C7 1.526, H16 1.090, H21 1.090
9 C 0.89015 1.12595 -0.37283  N3 1.276, C11 1.481, H22 1.086
10 C 0.24543 0.82711 1.88337  C6 1.543, C11 1.548, H18 1.087, H29 1.088
11 C 0.04328 1.75935 0.66469  C9 1.481, C10 1.548, C12 1.542, H24 1.098
12 C -1.43260 2.00169 0.29041  O2 1.393, C11 1.542, H14 1.090, H17 1.098
13 H 2.23508 -0.37084 -0.50109  N3 1.014
14 H -1.97139 2.13636 1.22792  C12 1.090
15 H 1.55977 -2.27201 0.88573  C4 1.092
16 H -1.49965 -3.62268 -0.55109  C8 1.090
17 H -1.84791 1.11829 -0.21152  C12 1.098
18 H 0.56565 1.39677 2.75207  C10 1.087
19 H 2.22326 -0.08029 2.06544  C6 1.091
20 H -1.86301 3.86129 -2.33808  C5 1.087
21 H 0.02564 -4.09581 0.15198  C8 1.090
22 H 0.96416 1.41680 -1.41618  C9 1.086
23 H 1.30711 -2.86575 -1.46649  C7 1.093
24 H 0.49067 2.74683 0.84140  C11 1.098
25 H -1.68939 2.10105 -2.24860  C5 1.096
26 H 1.05013 -2.06408 2.54295  C4 1.090
27 H -0.01881 -1.71688 -1.75600  C7 1.092
28 H -0.26502 3.17372 -2.03622  C5 1.096
29 H -0.69140 0.32827 2.12280  C10 1.088
30 H -0.07492 -3.33848 -2.43394  C7 1.090



Record 2
Computed, not measured: 6 unconnected molecules or ions with the total composition C9H18O12, with wB97M-V/def2-TZVPD.

Orbital gap (Ha): 0.3924
Total charge: 0
SMILES: O=C1OCCO1.O=C1OCCO1.O=C1OCCO1.O.O.O
E_LUMO (eV): 0.1
Maximum force (eV/Å): 4.16
HOMO level (eV): -10.5460
Relative energy (zero: lowest compared OMol25 entry of this formula, charge and spin) (kcal/mol): 0.0

Last columns: bonded neighbours and bond lengths (Å).
Geometry (Å):
1 O -0.36395 0.22534 -2.71791  C13 1.227
2 O -0.47784 -1.40388 -4.39740  C13 1.379, C16 1.376
3 O -3.41799 1.47551 0.77489  H25 0.957, H33 0.957
4 O 3.34195 0.69201 1.76755  C17 1.298, C20 1.391
5 O -2.07242 -0.36472 4.70918  C15 1.382, C18 1.413
6 O -2.20777 -2.47761 3.73151  C18 1.203
7 O -1.18082 -0.74273 2.64119  C14 1.362, C18 1.383
8 O 2.95623 -0.37891 3.62375  C17 1.236
9 O -0.81809 1.96301 -0.36215  H23 0.957, H37 0.957
10 O -2.54151 3.29997 -1.82040  H36 0.957, H39 0.957
11 O 1.35322 -1.16414 -3.21551  C13 1.336, C21 1.399
12 O 2.61328 -1.34290 1.51262  C17 1.346, C19 1.416
13 C 0.10281 -0.71404 -3.35441  O1 1.227, O2 1.379, O11 1.336
14 C -0.82733 0.52893 2.97853  O7 1.362, C15 1.528, H29 1.090, H30 1.090
15 C -1.80110 0.85080 4.11084  O5 1.382, C14 1.528, H27 1.090, H35 1.090
16 C 0.42258 -2.33784 -4.85577  O2 1.376, C21 1.522, H24 1.090, H38 1.090
17 C 2.94597 -0.37690 2.38827  O4 1.298, O8 1.236, O12 1.346
18 C -1.87739 -1.32144 3.68711  O5 1.413, O6 1.203, O7 1.383
19 C 2.40295 -0.75315 0.24245  O12 1.416, C20 1.578, H22 1.090, H26 1.090
20 C 3.11781 0.64541 0.39536  O4 1.391, C19 1.578, H28 1.090, H31 1.090
21 C 1.62889 -2.33655 -3.92759  O11 1.399, C16 1.522, H32 1.090, H34 1.090
22 H 2.80286 -1.40888 -0.53098  C19 1.090
23 H -1.70438 1.70799 -0.10586  O9 0.957
24 H -0.04002 -3.32340 -4.90840  C16 1.090
25 H -4.09721 2.13833 0.65016  O3 0.957
26 H 1.38154 -0.68314 -0.13160  C19 1.090
27 H -1.57307 1.58572 4.88285  C15 1.090
28 H 2.63468 1.56765 0.07261  C20 1.090
29 H -0.80266 1.17663 2.10219  C14 1.090
30 H 0.19448 0.49564 3.35655  C14 1.090
31 H 4.00801 0.65573 -0.23355  C20 1.090
32 H 1.58192 -3.08439 -3.13599  C21 1.090
33 H -3.85876 0.76493 1.24076  O3 0.957
34 H 2.63662 -2.29740 -4.34117  C21 1.090
35 H -2.74272 1.16440 3.66016  C15 1.090
36 H -1.92232 3.11583 -1.11405  O10 0.957
37 H -0.51734 1.25106 -0.92687  O9 0.957
38 H 0.75333 -1.96845 -5.82647  C16 1.090
39 H -2.03434 3.17563 -2.62262  O10 0.957



Record 3
Computed, not measured: 2 unconnected molecules or ions with the total composition C9H18Si, with wB97M-V/def2-TZVPD.

Orbital gap (Ha): 0.3592
Total charge: 0
SMILES: CC#C[Si](C)(C)C.C=CC
E_LUMO (eV): 0.8
Maximum force (eV/Å): 3.46
HOMO level (eV): -8.9315
Relative energy (zero: lowest compared OMol25 entry of this formula, charge and spin) (kcal/mol): 36.6

Last columns: bonded neighbours and bond lengths (Å).
Geometry (Å):
1 Si 0.84107 -1.36488 -0.97445  C4 1.925, C5 1.836, C6 1.945, C10 1.878
2 C -2.92937 0.55421 0.32962  C9 1.436, H12 1.129, H17 1.141, H25 1.142
3 C 0.21429 1.71531 1.64921  C7 1.294, C8 1.457, H24 1.106
4 C 1.79666 -2.18706 0.48005  Si1 1.925, H14 1.163, H15 1.064, H28 1.075
5 C -0.56466 -0.39743 -0.29776  Si1 1.836, C9 1.212
6 C -0.03419 -2.70501 -2.07864  Si1 1.945, H13 1.114, H16 1.042, H23 1.050
7 C -0.57246 1.41072 2.62992  C3 1.294, H22 1.086, H27 1.016
8 C 0.08766 2.83208 0.72152  C3 1.457, H11 1.058, H20 1.090, H26 1.121
9 C -1.65670 0.11105 -0.16736  C2 1.436, C5 1.212
10 C 1.91381 -0.08471 -1.83348  Si1 1.878, H18 1.096, H19 1.069, H21 1.205
11 H 0.95730 3.41917 0.85884  C8 1.058
12 H -3.74963 0.01342 -0.22717  C2 1.129
13 H -1.11539 -2.46871 -1.95289  C6 1.114
14 H 1.18791 -3.13085 0.78371  C4 1.163
15 H 2.75614 -2.37747 0.06085  C4 1.064
16 H 0.25539 -2.44669 -3.04547  C6 1.042
17 H -2.97127 0.38272 1.45736  C2 1.141
18 H 2.45529 -0.47357 -2.70356  C10 1.096
19 H 2.57340 0.53301 -1.26154  C10 1.069
20 H -0.76784 3.48349 0.90213  C8 1.090
21 H 1.17774 0.73599 -2.32108  C10 1.205
22 H -1.49195 1.97508 2.75122  C7 1.086
23 H 0.33522 -3.64870 -1.80402  C6 1.050
24 H 1.13475 1.11372 1.53451  C3 1.106
25 H -3.12536 1.67001 0.18542  C2 1.142
26 H -0.11488 2.39714 -0.29214  C8 1.121
27 H -0.49424 0.58258 3.21342  C7 1.016
28 H 1.90128 -1.64461 1.40180  C4 1.075